# 1
Density functional theory data (the ωB97M-V functional and the def2-TZVPD basis) for a structure of composition C20H43EuOP3S at a distorted geometry.

Geometry (Å):
Eu1 1.26316 -2.04243 -2.03745
P1 -1.03432 1.52955 1.08327
P2 -2.58011 -1.21264 -0.47758
P3 2.89331 0.46312 -0.74203
H1 0.82873 -4.03075 -4.09685
C1 1.77286 -3.86157 -3.55818
C2 1.98270 -4.29450 -2.26328
H2 1.19598 -4.79765 -1.66830
C3 -1.21656 3.01516 0.00668
C4 -2.54201 1.76962 2.12433
C5 0.19467 2.20363 2.27987
C6 -3.03035 -2.69998 -1.46370
C7 -4.03668 -1.19855 0.65336
C8 -3.10036 0.08226 -1.68077
C9 4.53504 0.41263 -1.56858
C10 3.44425 0.57271 1.01096
C11 2.44550 2.23314 -1.01200
H3 2.60849 -3.45475 -4.15939
H4 3.00091 -4.37844 -1.84884
H5 -1.47254 3.89301 0.61372
H6 -2.00910 2.83222 -0.72843
H7 -0.27566 3.19056 -0.52969
H8 -2.43134 2.68220 2.72447
H9 -2.65585 0.90971 2.79644
H10 -3.43667 1.84635 1.49541
H11 -0.30932 2.81185 3.04190
H12 0.94923 2.81484 1.77018
H13 0.70138 1.36797 2.77894
H14 -4.12477 -2.79198 -1.54619
H15 -2.62009 -3.58939 -0.96833
H16 -2.56939 -2.62891 -2.45841
H17 -4.88508 -0.66629 0.20637
H18 -3.76746 -0.69787 1.59034
H19 -4.33462 -2.22894 0.88265
H20 -4.04957 -0.19748 -2.15849
H21 -2.32256 0.18305 -2.45048
H22 -3.21539 1.04390 -1.16502
H23 5.27836 1.01801 -1.02989
H24 4.43804 0.74750 -2.60820
H25 4.87167 -0.63352 -1.58288
H26 4.36773 1.16345 1.10543
H27 3.63324 -0.44360 1.38033
H28 2.66000 1.02478 1.63267
H29 3.31040 2.82934 -1.34081
H30 2.02725 2.67487 -0.09637
H31 1.67337 2.26059 -1.79353
C12 1.03144 -0.27687 -5.39631
C13 0.79389 1.05883 -6.08860
C14 -0.60998 1.55096 -5.90518
C15 -1.62206 0.68187 -5.57752
C16 -1.36126 -0.67313 -5.23288
C17 -0.05002 -1.11074 -5.05973
S1 2.63513 -0.49734 -5.04742
H32 1.59127 1.69811 -5.66800
H33 1.00664 0.97720 -7.17786
H34 -0.81340 2.60059 -6.12606
H35 -2.66390 1.00731 -5.58429
H36 -2.19239 -1.37128 -5.08974
H37 0.15668 -2.10668 -4.63861
C18 -0.34091 -1.96789 2.06658
C19 0.79508 -2.62563 1.37924
C20 1.70800 -3.50579 2.14994
O1 0.98578 -2.44342 0.14694
H38 -0.73113 -2.59842 2.87634
H39 -1.15633 -1.77821 1.35044
H40 -0.04345 -0.99899 2.49583
H41 1.97827 -4.39062 1.56473
H42 2.63374 -2.97687 2.42056
H43 1.23052 -3.83396 3.07864

Force components x, y, z for each atom (eV/Å):
Eu -0.731 4.305 0.463
P -0.983 2.610 0.953
P -2.049 0.830 -0.900
P 0.808 0.819 0.177
H 0.250 0.165 0.395
C 1.293 -2.459 0.504
C 0.455 -1.923 -2.293
H 0.301 0.344 -0.407
C 0.197 -0.740 -0.896
C -0.262 -1.067 -0.235
C 0.826 -0.891 0.010
C 0.939 -0.414 0.054
C 0.493 0.022 0.720
C 0.472 0.096 0.020
C -0.087 -0.525 -0.149
C -0.189 -0.516 0.189
C -0.468 -0.047 -0.358
H -0.526 -0.280 0.317
H -0.423 0.361 -0.157
H 0.073 -0.310 0.070
H 0.166 0.241 0.127
H -0.281 0.078 0.099
H 0.076 -0.209 -0.282
H -0.111 0.293 0.022
H 0.161 -0.038 0.151
H -0.007 -0.207 -0.307
H -0.211 -0.221 0.082
H 0.021 0.352 0.128
H 0.396 0.145 0.005
H -0.297 0.019 -0.154
H -0.236 -0.064 0.114
H 0.260 -0.136 -0.074
H -0.264 -0.152 -0.109
H 0.093 0.247 0.014
H 0.217 0.053 0.181
H -0.234 0.130 0.075
H -0.032 -0.225 -0.207
H -0.295 -0.112 -0.232
H 0.080 -0.034 0.201
H 0.157 0.277 -0.039
H -0.352 -0.151 -0.081
H 0.102 0.265 0.086
H 0.239 -0.154 -0.159
H -0.284 -0.238 0.184
H 0.193 -0.143 -0.303
H 0.237 0.287 0.102
C 1.427 1.409 -0.390
C -0.583 -0.364 0.778
C -0.634 -0.657 -0.148
C 0.162 1.455 -0.469
C 1.565 -0.779 0.133
C -1.656 -0.522 0.369
S -0.206 -1.151 0.945
H -0.674 0.236 -0.534
H -0.124 -0.055 0.413
H -0.084 -0.344 -0.043
H 0.365 0.065 0.000
H 0.253 0.308 0.112
H -0.159 0.321 -0.600
C -0.870 -0.166 0.094
C 0.586 0.073 -1.015
C -0.131 -0.389 0.311
O -0.484 -0.391 2.031
H 0.286 0.224 -0.086
H 0.560 0.014 0.361
H 0.134 -0.289 -0.059
H 0.077 0.213 -0.006
H -0.182 0.007 -0.151
H 0.188 0.099 -0.148

Calculated values
Spin multiplicity = 7
Kohn-Sham gap (alpha / beta) = 6.937 / 3.741 eV
Charge = +3

=====

# 2
Density functional theory data (the ωB97M-V functional and the def2-TZVPD basis) for a cluster of 3 separate species, C2H8IO2 in total at a distorted geometry.

Geometry (Å):
I1 3.77294 3.17714 3.43930
C1 7.28279 4.44377 5.22566
O1 7.95690 4.84587 6.36690
H1 6.20081 4.03504 5.41509
H2 7.13032 5.22821 4.48026
H3 7.80123 3.64316 4.72022
H4 8.49102 4.17042 6.73418
C2 6.20422 3.61599 8.53624
O2 6.67944 3.29756 9.83892
H5 6.68383 3.09592 7.70300
H6 5.14304 3.30357 8.37849
H7 6.06897 4.70999 8.33914
H8 6.95967 4.14659 10.18427

Force components x, y, z for each atom (eV/Å):
I 0.047 0.009 0.031
C -2.713 -1.590 -0.822
O -0.026 2.143 0.377
H 1.813 0.697 -0.080
H 0.306 0.314 0.434
H 0.226 -0.356 -0.282
H 0.516 -1.072 0.225
C -2.511 0.376 -1.058
O 0.067 0.377 -0.444
H 0.635 0.305 0.441
H 0.505 -0.256 0.682
H 0.963 -0.801 0.162
H 0.171 -0.147 0.335

Calculated values
ΔE to the lowest compared entry with this formula, charge and spin = 1.108 eV
Kohn-Sham gap = 6.317 eV
Charge = -1

=====

# 3
Density functional theory data (the ωB97M-V functional and the def2-TZVPD basis) for a structure of composition C5H6Cl2O4SVYb at a distorted geometry.

Geometry (Å):
V1 -0.71268 -0.32413 -4.36844
Yb1 1.19577 -0.56038 -0.30788
Cl1 -1.42943 -1.80052 -2.94550
Cl2 0.54388 1.00477 -2.16145
C1 2.04810 1.61657 0.40996
C2 0.63476 -1.48999 -4.94088
C3 0.09106 1.09399 -5.23922
O1 2.09781 2.75037 0.58639
O2 1.53622 -2.22264 -5.14950
O3 0.67100 1.95812 -5.79275
C4 -0.79033 -1.52293 3.40562
S1 -1.39605 -0.30824 2.26605
C5 -0.59604 1.20635 2.98570
O4 -0.44723 -0.52558 1.03674
H1 -1.28301 -1.38220 4.35827
H2 0.28599 -1.47496 3.51296
H3 -1.07494 -2.48659 3.00306
H4 0.47462 0.99438 3.16666
H5 -0.71573 2.02655 2.25490
H6 -1.13377 1.44705 3.91929

Force components x, y, z for each atom (eV/Å):
V -5.864 -2.533 4.948
Yb -2.117 -0.129 1.723
Cl 0.303 0.500 -0.501
Cl -0.377 -0.882 -1.017
C 0.236 5.242 0.929
C 8.644 -6.913 -2.532
C 6.696 10.296 -6.460
O 0.021 -4.756 -0.627
O -5.810 4.616 1.208
O -3.784 -5.434 3.478
C -0.101 -0.372 -0.290
S 0.252 1.335 1.652
C -0.377 -0.246 -0.360
O 3.026 -0.266 -2.698
H -0.236 0.118 0.332
H 0.222 0.265 0.068
H -0.202 -0.306 0.010
H -0.589 -0.092 0.078
H -0.177 -0.380 0.381
H 0.235 -0.064 -0.323

Calculated values
Spin multiplicity = 4
ΔE to the lowest compared entry with this formula, charge and spin = 0.000 eV
Kohn-Sham gap (alpha / beta) = 5.072 / 6.005 eV
Charge = +4

=====

# 4
Density functional theory data (the ωB97M-V functional and the def2-TZVPD basis) for a cluster of 4 separate species, C24H60ClN3O3 in total at a distorted geometry.

Geometry (Å):
C1 0.96239 -1.89785 -3.20972
C2 1.80326 -2.13024 -1.97380
N1 3.26976 -1.70718 -2.10018
C3 3.94870 -2.47003 -3.16856
C4 3.35944 -0.22340 -2.41915
C5 3.14950 0.78263 -1.28558
C6 3.91400 -2.10067 -0.75599
C7 5.37126 -2.05606 -0.80638
O1 5.77247 -0.72040 -1.13390
C8 7.23202 -0.71347 -1.16189
H1 0.27118 -1.03279 -3.03590
H2 0.26636 -2.72847 -3.43556
H3 1.61956 -1.60429 -4.09101
H4 1.84450 -3.19722 -1.75620
H5 1.41301 -1.65853 -1.06281
H6 3.54633 -2.17172 -4.09996
H7 3.75494 -3.57068 -3.02290
H8 4.97655 -2.24133 -3.15731
H9 2.63748 -0.03864 -3.16898
H10 4.41704 -0.16405 -2.72742
H11 2.17202 0.63245 -0.76302
H12 3.27542 1.74434 -1.70261
H13 3.91292 0.75745 -0.53431
H14 3.64366 -3.15652 -0.58363
H15 3.54260 -1.52637 0.04372
H16 5.78616 -2.69751 -1.56121
H17 5.68876 -2.35355 0.20219
H18 7.49965 0.29419 -1.46799
H19 7.55890 -1.51184 -1.83920
H20 7.66011 -0.81685 -0.20592
C9 1.53160 4.76398 -2.75486
C10 0.09976 4.83209 -2.19591
N2 -0.38785 3.54419 -1.51336
C11 -0.18911 2.33498 -2.37351
C12 0.33300 3.21560 -0.17293
C13 0.00320 4.21729 0.90130
C14 -1.91506 3.73297 -1.30955
C15 -2.60968 2.43357 -0.83212
O2 -3.82134 2.79345 -0.24935
C16 -4.71002 1.70687 -0.08481
H21 1.83567 5.82107 -3.00431
H22 1.63456 4.19914 -3.71580
H23 2.18967 4.38803 -1.96880
H24 -0.67774 5.06920 -2.92662
H25 -0.06274 5.61571 -1.45224
H26 0.82803 2.17270 -2.68931
H27 -0.80428 2.48727 -3.26958
H28 -0.59845 1.45459 -1.87148
H29 1.40352 3.30560 -0.38001
H30 0.03951 2.26313 0.17884
H31 0.24052 5.23428 0.62924
H32 0.63338 3.98823 1.78817
H33 -1.03231 4.21788 1.28478
H34 -2.31295 4.02198 -2.31131
H35 -1.95019 4.56294 -0.59051
H36 -1.99116 1.94655 -0.08937
H37 -2.70589 1.67959 -1.62704
H38 -4.30744 1.01751 0.68381
H39 -4.74733 1.12192 -1.03831
H40 -5.66807 2.01066 0.25781
C17 -4.99443 -3.22418 1.11917
C18 -3.64671 -3.52194 1.81560
N3 -3.04124 -2.51988 2.78117
C19 -4.02031 -2.30901 3.91602
C20 -1.79861 -3.19911 3.45445
C21 -0.66245 -3.45731 2.49225
C22 -2.72633 -1.16098 1.98594
C23 -2.05940 -0.17861 2.96306
O3 -3.02891 0.22931 3.85801
C24 -2.46714 0.75706 5.13018
H41 -4.92858 -2.35542 0.46274
H42 -5.79769 -3.12577 1.81246
H43 -5.28146 -4.10158 0.50272
H44 -2.98111 -3.71838 1.02742
H45 -3.72588 -4.46619 2.29235
H46 -4.40393 -3.27376 4.14565
H47 -4.81401 -1.57488 3.60644
H48 -3.50545 -1.87861 4.76852
H49 -2.18994 -4.07180 3.93889
H50 -1.47694 -2.44451 4.20977
H51 0.18769 -3.91694 3.09295
H52 -0.29133 -2.53646 2.06740
H53 -0.93545 -4.15189 1.68666
H54 -3.74330 -0.88756 1.72696
H55 -2.13718 -1.42587 1.08159
H56 -1.78313 0.70609 2.39317
H57 -1.25970 -0.56479 3.58562
H58 -1.65773 1.52288 5.06053
H59 -1.97286 -0.02565 5.74571
H60 -3.38567 1.27803 5.62443
Cl1 -0.02162 -0.27667 0.33454

Force components x, y, z for each atom (eV/Å):
C -0.473 1.587 -0.787
C 0.309 -0.712 0.407
N -1.035 -0.206 1.480
C -1.192 -1.467 0.487
C 1.933 -0.055 1.250
C -1.025 -1.743 0.791
C -0.784 -1.363 -1.612
C 0.848 1.470 0.463
O 1.362 -1.036 0.752
C -1.361 0.842 -1.264
H 0.667 -0.510 -0.130
H 0.842 0.226 -0.043
H -1.168 -0.747 0.831
H 0.118 -0.067 -0.038
H -0.018 0.205 -0.356
H -0.387 0.212 -0.965
H 0.321 1.147 -0.075
H 1.071 0.175 -0.117
H -0.403 0.064 -1.081
H -0.789 0.548 -0.445
H 0.530 0.382 -0.558
H -0.348 1.206 -0.697
H 0.532 -0.438 0.351
H -0.188 0.419 -0.102
H -0.800 0.966 0.658
H 0.333 -0.772 0.063
H 0.429 -0.010 -0.215
H 0.169 -0.170 -0.528
H 0.278 0.398 0.043
H 0.295 -0.580 1.415
C -0.436 1.007 -0.489
C -0.272 -0.401 0.176
N -0.249 -0.928 0.205
C -1.283 0.152 -0.814
C -0.192 2.437 -0.471
C -0.019 0.202 1.363
C 0.667 -0.412 -0.587
C 0.591 0.414 0.405
O -0.691 0.605 -0.263
C 1.617 -1.529 -0.484
H -0.223 -1.076 0.381
H -0.209 0.243 1.020
H 0.220 0.039 -0.362
H 0.412 -0.290 -0.353
H 0.545 -0.097 0.080
H 0.399 0.175 0.316
H 0.237 0.028 0.001
H 0.476 0.149 0.200
H -0.245 -0.505 -0.119
H -0.033 -1.340 -0.290
H 0.135 0.366 -0.117
H -0.294 0.073 -0.566
H 0.353 -0.279 -0.369
H 0.253 -0.006 0.907
H -0.637 -0.411 -0.302
H 0.411 -0.287 0.395
H -0.314 0.401 -0.178
H -0.076 0.178 -0.186
H -0.386 0.435 0.607
H -0.718 0.660 -0.043
C 0.675 -0.228 -0.078
C -1.077 0.467 -0.495
N 0.198 -0.217 -0.325
C -0.265 1.494 -0.916
C -0.141 2.114 -0.624
C 0.742 -1.015 0.738
C 0.394 -2.041 1.463
C -0.595 0.290 -0.973
O -0.305 1.290 2.751
C -1.583 0.874 -0.064
H -0.134 -0.052 0.067
H -0.613 0.386 0.580
H 0.507 0.469 0.266
H 1.387 0.225 -0.896
H -0.135 -0.731 1.045
H -0.538 -0.687 0.300
H 0.735 -0.994 0.273
H -0.009 -0.104 -0.078
H -0.134 -0.451 0.254
H -0.268 -0.848 -0.377
H -1.042 0.461 -0.786
H 0.099 0.313 -0.227
H 0.159 0.140 0.275
H 0.103 0.604 -0.101
H -0.212 0.303 0.825
H 0.802 -0.188 -0.270
H 0.788 -0.339 -0.818
H -0.704 -0.298 -0.801
H -0.836 -0.001 -0.291
H 1.857 -1.261 -0.574
Cl 0.037 0.046 -0.186

Calculated values
ΔE to the lowest compared entry with this formula, charge and spin = 1.626 eV
Kohn-Sham gap = 9.660 eV
Charge = +2

=====

Question: Look up the charge of the second one.
Answer: -1